{
  "formula": "C64H66BGeN6O6SSn",
  "method": "wB97M-V/def2-TZVPD",
  "elements": ["Sn", "C", "C", "C", "C", "C", "N", "N", "B", "N", "N", "C", "C", "C", "C", "C", "N", "N", "C", "C", "C", "C", "C", "H", "H", "H", "H", "H", "H", "H", "H", "H", "H", "H", "H", "H", "H", "H", "H", "H", "H", "H", "H", "H", "H", "C", "C", "O", "C", "C", "C", "C", "C", "C", "O", "H", "H", "H", "H", "H", "H", "H", "O", "S", "C", "C", "C", "C", "C", "C", "C", "C", "C", "C", "C", "C", "H", "H", "H", "H", "H", "H", "H", "H", "H", "H", "C", "C", "O", "C", "C", "C", "C", "C", "C", "H", "H", "H", "H", "H", "H", "H", "H", "O", "C", "O", "C", "C", "Ge", "C", "C", "C", "C", "C", "C", "C", "C", "C", "C", "C", "C", "C", "C", "C", "C", "C", "C", "H", "H", "H", "H", "H", "H", "H", "H", "H", "H", "H", "H", "H", "H", "H", "H", "H", "H", "H"],
  "coordinates": [[-0.051, 1.102, 0.755], [-1.318, -0.345, 4.576], [0.153, -0.455, 4.343], [1.125, -1.017, 5.194], [2.294, -0.995, 4.469], [3.653, -1.443, 4.898], [2.016, -0.455, 3.255], [0.708, -0.104, 3.197], [2.979, -0.471, 2.045], [2.491, -1.441, 0.882], [1.131, -1.435, 0.680], [0.593, -2.358, -0.049], [-0.890, -2.380, -0.132], [2.803, -3.084, -0.876], [3.293, -2.218, 0.219], [4.747, -2.295, 0.572], [3.175, 0.915, 1.416], [2.441, 1.311, 0.353], [2.975, 2.435, -0.108], [2.453, 3.091, -1.343], [4.090, 2.777, 0.673], [4.186, 1.781, 1.627], [5.196, 1.620, 2.715], [-1.533, -0.019, 5.596], [-1.788, -1.321, 4.430], [-1.750, 0.353, 3.863], [0.988, -1.382, 6.199], [3.627, -1.739, 5.946], [4.383, -0.641, 4.778], [3.991, -2.295, 4.306], [4.032, -0.875, 2.434], [-1.304, -1.716, 0.622], [-1.267, -3.396, 0.003], [-1.202, -2.030, -1.123], [3.439, -3.963, -1.002], [5.253, -2.940, -0.141], [4.883, -2.705, 1.576], [5.219, -1.311, 0.553], [1.520, 2.609, -1.637], [3.176, 2.989, -2.155], [2.273, 4.154, -1.178], [4.738, 3.632, 0.563], [5.938, 2.414, 2.645], [5.702, 0.657, 2.630], [4.721, 1.662, 3.697], [2.675, 3.794, 3.334], [1.690, 3.532, 2.201], [1.173, 2.419, 2.156], [1.412, 4.612, 1.259], [2.188, 5.784, 1.251], [1.959, 6.817, 0.374], [0.894, 6.710, -0.538], [0.105, 5.593, -0.557], [0.340, 4.478, 0.313], [-0.388, 3.444, 0.245], [2.607, 2.962, 4.032], [2.441, 4.726, 3.848], [3.694, 3.848, 2.947], [3.016, 5.872, 1.944], [2.591, 7.696, 0.381], [0.704, 7.519, -1.235], [-0.722, 5.496, -1.251], [-1.843, 1.900, 2.572], [-2.809, 2.485, 3.524], [-4.293, 2.839, 2.555], [-5.490, 3.076, 3.213], [-6.637, 3.299, 2.467], [-6.579, 3.263, 1.079], [-5.377, 3.010, 0.433], [-4.222, 2.799, 1.173], [-2.353, 4.207, 3.850], [-2.370, 5.171, 2.856], [-1.957, 6.459, 3.156], [-1.542, 6.775, 4.443], [-1.512, 5.800, 5.430], [-1.914, 4.506, 5.132], [-5.518, 3.081, 4.297], [-7.579, 3.492, 2.966], [-7.478, 3.431, 0.499], [-5.337, 2.968, -0.648], [-3.268, 2.598, 0.698], [-2.680, 4.917, 1.851], [-1.943, 7.212, 2.378], [-1.228, 7.786, 4.674], [-1.169, 6.043, 6.428], [-1.884, 3.726, 5.884], [-4.966, -1.007, 1.322], [-3.925, -0.369, 0.431], [-2.831, -0.099, 0.877], [-4.274, -0.104, -0.984], [-3.385, 0.647, -1.758], [-3.637, 0.881, -3.096], [-4.775, 0.354, -3.693], [-5.669, -0.386, -2.930], [-5.427, -0.611, -1.586], [-4.612, -0.985, 2.350], [-5.115, -2.048, 1.024], [-5.918, -0.481, 1.248], [-2.471, 1.009, -1.306], [-2.935, 1.468, -3.674], [-4.955, 0.507, -4.749], [-6.554, -0.802, -3.395], [-6.131, -1.206, -1.017], [1.395, -1.031, -2.143], [0.389, -0.351, -2.398], [-0.103, 0.555, -1.661], [-0.301, -0.617, -3.749], [0.486, -1.626, -4.573], [0.855, -3.392, -3.664], [0.675, -4.142, -1.844], [-0.114, -5.250, -1.694], [-0.310, -5.924, -0.469], [0.424, -5.508, 0.644], [1.254, -4.422, 0.588], [1.345, -3.524, -0.635], [-0.617, -4.386, -4.608], [-1.906, -4.046, -4.183], [-3.036, -4.577, -4.784], [-2.901, -5.476, -5.835], [-1.634, -5.827, -6.273], [-0.507, -5.280, -5.669], [2.624, -4.027, -4.344], [3.703, -3.152, -4.457], [4.964, -3.607, -4.819], [5.163, -4.951, -5.099], [4.098, -5.836, -4.995], [2.848, -5.378, -4.603], [-0.369, 0.349, -4.260], [-1.321, -0.964, -3.561], [1.444, -1.186, -4.858], [-0.048, -1.895, -5.487], [-0.612, -5.657, -2.566], [-0.939, -6.804, -0.435], [0.359, -6.076, 1.567], [1.856, -4.140, 1.447], [2.824, -2.513, -1.804], [-2.021, -3.356, -3.351], [-4.021, -4.292, -4.432], [-3.779, -5.899, -6.307], [-1.522, -6.531, -7.091], [0.476, -5.555, -6.036], [3.555, -2.097, -4.248], [5.793, -2.911, -4.879], [6.144, -5.308, -5.388], [4.249, -6.888, -5.209], [2.036, -6.087, -4.482]],
  "forces_ev_per_angstrom": [[0.1, -0.3, -0.4], [0.0, 0.0, 0.0], [0.2, 0.0, -0.2], [0.1, 0.0, 0.1], [-0.1, -0.1, 0.2], [-0.1, 0.0, -0.2], [0.2, -0.3, 0.0], [-0.2, -0.2, -0.3], [-0.3, 0.0, 0.2], [0.6, -0.5, 0.0], [-0.8, 0.3, 0.2], [0.4, 0.0, 0.1], [0.0, 0.3, 0.0], [-0.5, -0.1, 0.0], [0.0, 0.1, 0.1], [0.1, 0.2, -0.1], [0.5, 0.0, -0.3], [-0.1, -0.1, -0.5], [0.3, -0.3, -0.3], [0.0, -0.1, 0.1], [0.0, -0.2, -0.1], [0.1, -0.1, -0.3], [-0.1, -0.2, -0.1], [0.0, 0.0, 0.0], [0.0, 0.0, 0.0], [0.1, -0.4, 0.1], [0.0, 0.0, 0.0], [0.0, 0.0, 0.0], [0.1, -0.1, 0.0], [0.1, 0.0, 0.0], [0.0, 0.1, 0.1], [0.0, 0.0, 0.0], [0.1, 0.0, 0.0], [0.0, -0.1, 0.0], [0.0, 0.0, 0.1], [0.0, 0.0, 0.0], [0.0, 0.0, 0.0], [0.0, 0.0, 0.0], [0.0, 0.0, -0.1], [0.0, -0.1, 0.0], [0.1, 0.0, -0.1], [0.0, 0.0, 0.0], [0.0, 0.0, 0.0], [0.0, 0.0, 0.1], [0.0, 0.0, 0.0], [-0.2, 0.1, 0.1], [0.2, 0.6, 0.2], [0.0, 0.9, 1.0], [-0.2, 0.0, 0.0], [0.0, 0.0, 0.0], [0.1, 0.0, 0.0], [0.0, -0.1, 0.1], [-0.2, 0.0, 0.0], [0.1, 0.2, 0.4], [-0.4, -0.5, -0.4], [0.0, 0.0, 0.0], [0.0, 0.0, 0.0], [-0.2, 0.2, 0.1], [0.0, 0.0, 0.0], [0.0, 0.0, 0.0], [0.0, 0.0, 0.0], [0.0, 0.0, 0.0], [0.1, 0.4, -0.1], [-0.6, 0.7, 0.0], [0.1, -0.1, 0.2], [0.0, 0.0, 0.0], [0.0, 0.0, 0.0], [0.0, 0.0, 0.0], [-0.1, 0.0, 0.0], [0.2, 0.0, 0.0], [0.0, -0.3, 0.0], [0.1, 0.1, -0.1], [0.0, 0.0, -0.1], [0.1, 0.0, 0.1], [0.0, 0.1, 0.0], [-0.1, -0.1, -0.1], [0.0, 0.0, 0.0], [0.0, 0.0, 0.0], [0.0, 0.0, 0.0], [0.0, 0.0, 0.0], [0.0, 0.0, 0.0], [0.0, 0.0, 0.0], [0.0, 0.0, 0.0], [0.0, 0.0, 0.0], [0.0, 0.0, 0.0], [0.0, 0.0, 0.0], [0.0, 0.0, 0.0], [0.0, -0.2, 0.5], [-0.4, 0.0, -0.1], [0.0, 0.1, -0.7], [0.0, -0.1, 0.3], [0.0, 0.1, -0.1], [0.0, 0.0, 0.1], [-0.1, 0.0, -0.2], [0.1, 0.0, 0.2], [0.0, 0.0, 0.0], [-0.1, 0.0, 0.0], [0.0, 0.0, 0.0], [0.1, 0.0, 0.0], [0.0, -0.1, 0.0], [0.0, 0.0, 0.0], [0.0, 0.0, 0.0], [0.0, 0.0, 0.0], [0.2, 0.1, 0.0], [0.1, 0.2, -0.3], [-0.2, 0.2, -0.1], [0.3, -0.1, 0.3], [0.1, -0.2, 0.4], [-0.3, -0.6, -0.3], [0.1, 0.5, -0.5], [0.0, -0.1, 0.2], [-0.4, -0.2, -0.2], [0.2, 0.3, -0.2], [0.1, -0.5, 0.1], [0.0, 0.2, 0.4], [0.2, 0.1, 0.1], [0.0, 0.0, 0.0], [0.0, 0.0, 0.0], [0.0, 0.0, 0.0], [0.0, 0.0, -0.1], [0.1, 0.1, 0.0], [-0.3, 0.3, 0.1], [-0.1, 0.0, -0.1], [0.1, 0.0, 0.0], [0.0, 0.0, 0.0], [0.0, 0.0, 0.0], [0.0, 0.0, 0.0], [-0.1, 0.0, 0.0], [-0.1, 0.1, 0.0], [0.0, -0.1, 0.0], [0.0, 0.0, 0.0], [0.0, 0.0, 0.0], [0.0, 0.0, 0.0], [0.0, 0.0, 0.0], [0.0, 0.0, 0.0], [0.2, 0.1, 0.0], [-0.1, 0.0, 0.0], [0.0, 0.0, 0.0], [0.0, 0.0, 0.0], [0.0, 0.0, 0.0], [0.0, 0.0, 0.0], [0.0, 0.0, 0.0], [0.0, 0.0, 0.0], [0.0, 0.0, 0.0], [0.0, 0.0, 0.0], [0.0, 0.0, 0.0]],
  "lumo_energy_ev": 1.96,
  "de_lowest_kj_mol": 384.7,
  "total_charge": -1
}